# 1
ORCA calculation (ωB97M-V with the def2-TZVPD basis set) on C11H19BCl12I2NOP as an isolated structure at a distorted geometry.

highest occupied orbital energy: -7.845 eV
gap between HOMO and LUMO: 7.7 eV
E_tot: -191687.518 eV

```
! wB97M-V def2-TZVPD RIJCOSX def2/J DEFGRID3
* xyz 0 1
H -3.126 5.132 5.196
H 6.601 0.849 -1.662
H -7.211 0.820 2.094
H -1.113 -0.539 -0.087
Cl -6.057 -0.953 3.117
Cl -6.786 -0.655 0.318
Cl -5.892 -5.928 0.431
O 1.885 1.992 -0.140
Cl -3.602 -4.751 -0.920
Cl -2.448 2.384 0.815
C -3.097 4.210 4.622
I 3.212 -3.111 0.419
Cl -2.287 2.976 5.595
Cl -2.200 4.512 3.128
H -0.741 -1.060 -1.779
H 4.282 -0.386 -0.314
C 0.317 -2.233 -0.128
H 8.135 -0.201 -1.386
H -3.682 -5.747 1.206
C -6.368 0.197 1.810
H 1.492 1.791 0.726
H 6.816 0.004 -0.075
Cl -4.760 3.727 4.264
H 6.903 -2.014 -2.391
C 4.890 -0.949 -2.459
I -0.183 -3.863 1.227
Cl -4.559 -3.599 1.560
C -2.747 3.533 -0.494
C -0.906 -1.452 -0.739
H -3.586 4.163 -0.209
N 0.078 1.580 -1.929
C 1.620 -1.891 -0.480
C 6.245 -1.387 -1.714
Cl -1.334 4.567 -0.747
Cl -4.957 1.235 1.558
C -4.346 -5.096 0.645
H 0.405 1.868 -2.866
H 4.096 0.902 -1.560
H -0.255 2.458 -1.506
H 5.221 -0.173 -3.222
C 7.028 -0.085 -1.181
P 2.106 -0.521 -1.664
H 4.402 -1.809 -2.993
Cl -3.171 2.682 -1.984
H 5.986 -1.994 -0.797
H -1.815 -2.113 -0.631
B 1.302 1.166 -1.171
C 3.972 -0.218 -1.386
*
```



# 2
ORCA calculation (ωB97M-V with the def2-TZVPD basis set) on one molecule with the formula C11H19Cl6O3P at a distorted geometry.

highest occupied orbital energy: -10.405 eV
gap between HOMO and LUMO: 10.9 eV
SMILES: CP(=O)(OCCCCC(Cl)(Cl)Cl)OCCCCC(Cl)(Cl)Cl
ΔE to the lowest compared entry with this formula, charge and spin: 0.36 kJ/mol
E_tot: -102283.535 eV

```
! wB97M-V def2-TZVPD RIJCOSX def2/J DEFGRID3
* xyz 0 1
H -1.753 -1.331 2.774
Cl -7.810 1.431 -2.743
Cl 5.938 3.614 0.014
C -5.430 0.490 -1.797
H 3.093 1.080 2.215
H 3.836 -0.519 2.188
H -5.858 0.507 -0.772
H 2.577 -1.120 0.107
H -3.590 0.303 0.082
H -4.558 -1.419 -1.494
O -0.963 -0.259 0.214
C -0.997 -2.027 2.416
Cl -7.403 -1.379 -2.278
C -6.594 0.129 -2.766
H 4.036 1.702 0.146
C 4.481 0.832 0.586
C 5.781 1.248 1.339
P -0.058 -1.353 1.034
C -1.959 -0.910 -0.619
C 2.254 -0.265 0.729
H 5.528 1.877 2.194
C 6.780 2.115 0.522
H -1.486 -2.943 2.052
H -2.692 1.036 -1.272
H -5.101 1.510 -2.027
H -0.310 -2.257 3.244
H -1.502 -1.183 -1.533
H -3.883 -0.514 -2.828
H 6.307 0.383 1.723
Cl 7.258 1.230 -0.944
Cl 8.269 2.554 1.513
C 3.419 0.274 1.562
H 4.697 0.096 -0.183
C -4.246 -0.428 -1.820
H 1.856 0.535 0.084
O 0.253 -2.436 0.086
Cl -5.976 -0.126 -4.403
C -3.126 0.094 -0.887
H -2.390 -1.819 -0.169
O 1.322 -0.749 1.712
*
```



# 3
ORCA calculation (ωB97M-V with the def2-TZVPD basis set) on a 2-piece molecular cluster, C11H19ClSi overall at a distorted geometry.

highest occupied orbital energy: -8.471 eV
gap between HOMO and LUMO: 7.0 eV
ΔE to the lowest compared entry with this formula, charge and spin: 440.92 kJ/mol
E_tot: -32109.903 eV

```
! wB97M-V def2-TZVPD RIJCOSX def2/J DEFGRID3
* xyz 0 1
C -3.082 -1.328 -0.314
H -2.344 0.427 -1.207
C 3.018 2.988 -0.341
H 1.141 0.130 -2.212
C -2.076 -0.693 -1.131
H -3.991 -2.948 -1.188
Cl -2.939 3.089 0.151
H -2.403 0.130 2.529
H 2.874 -0.582 -1.872
C -1.675 2.876 1.144
H -1.112 -0.749 -0.678
C 2.220 0.312 -1.939
H 4.118 0.707 1.297
C 3.096 0.422 1.193
Si 2.189 1.307 -0.177
C -4.260 -2.004 -0.889
H -2.048 -0.986 -2.216
H 2.539 3.834 0.197
H 4.058 2.704 -0.221
H -4.632 -1.360 -1.758
H 2.923 3.355 -1.359
C -0.567 2.241 0.616
C -1.915 -0.606 1.884
H 3.074 -0.686 1.044
H -3.915 -1.646 1.644
H 2.585 0.889 -2.778
H 2.677 0.701 2.165
C 0.392 1.661 0.078
H -5.094 -2.035 -0.158
C -3.027 -1.246 1.011
H -1.328 -1.229 2.481
H -1.231 -0.155 1.212
*
```



# 4
ORCA calculation (ωB97M-V with the def2-TZVPD basis set) on an isolated ion of composition C11H19N4 and charge +1 at a distorted geometry.

highest occupied orbital energy: -12.007 eV
gap between HOMO and LUMO: 8.2 eV
SMILES: C[N+]1=C=C(N)/C=C\N=N\[C@@H](C(C)(C)C)C1
ΔE to the lowest compared entry with this formula, charge and spin: 551.32 kJ/mol
E_tot: -17663.953 eV

```
! wB97M-V def2-TZVPD RIJCOSX def2/J DEFGRID3
* xyz 1 1
H -1.210 0.627 -2.141
C 2.599 -0.519 -0.032
H -0.980 -0.387 1.458
H -2.383 -1.446 -1.270
H -3.029 0.863 1.692
H -2.610 1.481 -1.943
H 4.347 2.302 0.133
H -3.338 1.640 0.179
H -2.005 2.238 1.186
C -1.693 1.220 -1.431
C 1.759 -2.291 1.279
H 5.607 0.413 -0.977
N 4.856 -0.237 -0.702
C -1.916 0.430 -0.127
H 4.777 -1.194 -1.089
H 1.364 -3.303 0.943
C -2.747 -0.876 -0.399
H 2.085 3.252 0.145
C 3.674 0.260 -0.183
C 2.234 2.241 0.311
H -1.006 2.077 -1.187
H -0.156 -2.091 -0.076
H -2.826 -1.620 0.411
H 1.240 -1.979 2.282
C 0.175 -1.109 -0.223
H 2.809 -2.678 1.442
H -3.768 -0.693 -0.765
H 0.104 -0.933 -1.372
N 1.666 -1.266 0.287
N 1.185 1.357 0.302
C -2.600 1.319 0.836
N 0.168 1.176 0.964
C -0.564 -0.026 0.557
C 3.486 1.726 0.041
*
```



# 5
ORCA calculation (ωB97M-V with the def2-TZVPD basis set) on C11H19Se4SiV as an isolated structure.

highest occupied orbital energy (alpha / beta): -7.532 / -7.572 eV
gap between HOMO and LUMO (alpha / beta): 6.9 / 6.8 eV
ΔE to the lowest compared entry with this formula, charge and spin: 17.28 kJ/mol
E_tot: -306667.448 eV

```
! wB97M-V def2-TZVPD RIJCOSX def2/J DEFGRID3
* xyz 0 3
H -1.386 -2.646 3.209
H 1.402 1.645 3.131
H 0.356 3.061 -0.040
H -1.239 2.292 0.142
Se -2.755 -0.551 0.439
H -1.233 -0.198 3.065
C 1.718 -2.383 1.884
H 1.209 3.053 -3.225
H 0.518 -4.058 2.505
H 1.726 1.414 -3.623
H 2.294 2.184 -2.144
V -0.471 -1.330 0.315
Se -2.940 -3.867 -0.665
C 1.431 2.072 -2.804
H 2.648 -0.541 1.299
C 0.599 -2.982 2.463
C 0.415 -0.333 -1.231
C -0.390 -0.803 2.755
H -1.326 0.418 -3.776
H -1.661 2.142 -3.578
Se -0.606 -3.566 -0.624
C 0.757 -0.182 2.250
H 0.226 -0.985 -2.093
C 1.788 -1.002 1.769
H 1.500 -0.377 -1.043
H -0.077 1.804 2.180
H 2.518 -2.997 1.494
C 0.892 1.311 2.225
H 1.481 1.638 1.369
C -0.508 2.664 -0.577
H -0.969 3.505 -1.099
C -0.465 -2.191 2.867
H -2.406 0.968 -2.497
Se -3.512 -1.760 -1.434
Si -0.041 1.373 -1.864
C -1.492 1.206 -3.041
*
```



# 6
ORCA calculation (ωB97M-V with the def2-TZVPD basis set) on C11H20AlN2O4 as an isolated structure.

highest occupied orbital energy: -4.630 eV
gap between HOMO and LUMO: 7.4 eV
E_tot: -29500.932 eV

```
! wB97M-V def2-TZVPD RIJCOSX def2/J DEFGRID3
* xyz -1 1
H -2.755 -1.684 2.548
C 2.182 -0.017 0.603
H -1.984 2.859 -2.891
H -1.640 2.636 -5.321
C 2.218 -2.585 3.262
H 0.511 -2.262 0.689
H -0.292 0.587 0.642
H -3.733 0.005 0.802
H 2.619 2.071 0.576
H 0.071 1.256 -4.238
H 1.597 -1.974 3.916
O -2.672 0.402 -1.582
O -1.309 0.037 -3.327
H -2.762 1.276 -5.380
O -0.291 1.370 4.164
H 1.642 -3.458 2.954
H 3.061 1.253 2.106
C -0.873 0.759 -4.478
C 0.335 -1.392 1.341
C -0.693 -0.427 0.734
H -3.592 2.261 -3.355
C 3.027 1.166 1.023
H -0.700 0.050 -5.285
C -1.988 1.758 -4.779
Al -2.453 -0.315 1.714
H 4.049 1.012 0.665
H 3.090 -2.951 3.808
N -2.324 1.232 2.925
C -2.232 0.761 -2.625
C -2.527 2.049 -3.381
H 3.583 -1.238 2.256
C -1.308 1.291 3.553
N 1.633 -0.761 1.681
H -0.935 -0.776 -0.271
O 2.013 -0.281 -0.556
C 2.645 -1.765 2.049
H 2.837 -2.413 1.178
H -0.050 -1.793 2.282
*
```